No. 1
Density functional theory data (ωB97M-V with the def2-TZVPD basis set) for a molecular structure, C22H17F2N7O2S5W at a distorted geometry.

The HOMO energy (spin up / spin down) is -7.4031 / -8.0024 eV. The energy above the lowest of the compared OMol25 structures with the same formula, charge and spin is 0.261 eV. The expectation value of S² is 2.020.

```
! RIJCOSX wB97M-V def2-TZVPD def2/J DEFGRID3
* xyz 0 3
H 0.817 6.222 4.766
O -1.792 1.494 -0.006
S -2.695 -1.377 -0.535
H 1.523 -3.732 1.359
N 0.920 6.028 3.789
C -2.789 -3.051 -0.171
C -2.575 -2.958 2.305
H 4.091 1.316 -2.572
C 3.327 1.559 -4.554
C -0.944 2.888 3.467
N 2.351 2.058 -7.906
W -0.226 -0.700 -0.745
N -3.012 -4.035 -1.054
C -0.846 2.682 2.095
H 0.145 0.891 -5.500
C 2.018 0.766 -2.673
C -0.365 4.006 4.029
H 1.726 -3.219 3.967
H 0.932 5.420 1.218
H 0.063 -2.817 -2.642
H -0.443 4.182 5.096
C -0.171 3.591 1.280
C 0.910 0.646 -3.515
O -2.455 0.658 2.266
S 1.922 0.403 -0.971
N 5.618 2.381 -5.454
N -0.198 0.238 1.205
H -2.640 -1.889 2.135
C 4.595 2.022 -5.069
F 1.715 -2.811 -1.565
N 0.565 -1.846 1.161
H -3.084 -3.855 -2.040
C 3.223 1.225 -3.214
S -0.649 0.093 -2.910
C 0.326 4.928 3.228
H -3.377 -3.260 2.976
C 0.407 4.706 1.845
S 0.653 -1.028 3.581
H -1.616 -3.208 2.751
H -2.827 -5.694 1.722
C 1.014 0.985 -4.861
C 0.256 -0.817 1.919
C -2.871 -5.020 0.882
C 1.192 -2.841 1.874
C -3.048 -5.266 -0.429
C 2.292 1.781 -6.791
N -2.732 -3.648 1.028
H -0.110 3.409 0.213
C 1.298 -2.594 3.197
C 0.345 -2.605 -1.624
H -1.488 2.177 4.078
H 1.347 6.727 3.213
S -1.476 1.232 1.386
F -0.177 -3.695 -0.879
H -3.194 -6.190 -0.960
C 2.207 1.439 -5.392
*
```

=====

No. 2
Density functional theory data (ωB97M-V with the def2-TZVPD basis set) for C22H17FN4 in the gas phase at a distorted geometry.

The HOMO energy is -8.4282 eV. Its SMILES is Cc1ccc2nc(/N=N\Cc3ccccc3F)nc(-c3ccccc3)c2c1.

```
! RIJCOSX wB97M-V def2-TZVPD def2/J DEFGRID3
* xyz 0 1
H 4.384 -0.016 -2.887
C 3.148 -1.070 -1.495
H 0.342 -4.078 -2.580
C 1.221 -2.163 -2.436
H -0.609 1.995 2.163
C 2.728 -0.948 -3.862
C 0.272 3.405 -0.785
C -3.116 -1.256 3.798
C 0.658 4.298 1.546
C -0.420 2.052 1.121
N -1.025 0.272 -2.007
H 0.947 -1.953 -4.587
C -1.618 -0.532 2.058
C -2.111 -1.036 4.766
H -4.099 -1.564 4.102
H 0.761 4.272 -1.241
C -0.681 1.220 -1.143
F 1.865 -2.468 -0.133
H 3.754 -0.805 -0.645
H 0.564 5.279 1.081
H 1.726 4.101 1.751
N -1.637 -1.129 -0.235
C -0.197 2.430 -1.644
N -1.159 -2.677 -2.946
H -2.344 -1.194 5.768
H -3.678 -1.100 1.695
C 3.486 -0.641 -2.764
H 0.361 -0.037 2.723
H -0.105 -0.376 5.112
C -2.875 -1.012 2.426
N -1.930 -1.750 -2.505
H 0.123 4.274 2.512
C 1.589 -1.744 -3.741
C -0.838 1.040 0.228
C -1.355 -0.169 0.653
C 0.060 -3.106 -2.242
C -0.874 -0.581 4.377
H -0.193 -3.252 -1.168
H 2.998 -0.600 -4.867
C -1.493 -0.854 -1.536
C 0.149 3.241 0.603
C 2.030 -1.905 -1.331
H -0.194 2.543 -2.717
C -0.617 -0.406 3.012
*
```

=====

No. 3
Density functional theory data (ωB97M-V with the def2-TZVPD basis set) for a molecular structure, C22H17IrN5O8 at a distorted geometry.

The HOMO energy (spin up / spin down) is -15.6514 / -15.6698 eV. The energy above the lowest of the compared OMol25 structures with the same formula, charge and spin is 0.844 eV. The expectation value of S² is 0.754.

```
! RIJCOSX wB97M-V def2-TZVPD def2/J DEFGRID3
* xyz 2 2
C -1.601 2.181 0.018
H -1.422 4.707 -0.741
O 1.692 -0.264 1.697
C -3.116 0.740 0.690
C -0.272 1.526 3.231
N 1.540 -0.797 -0.754
H -1.439 -1.696 -3.585
N -1.817 0.879 0.443
H 0.127 2.309 2.597
N -3.718 1.903 0.400
O 0.661 1.639 -0.068
H -2.090 -1.557 6.488
C 2.786 -0.616 -0.345
H -1.686 -3.988 2.981
O 3.855 0.248 1.617
C -1.268 -0.543 4.766
Ir -0.018 -0.089 0.743
C -0.553 1.749 4.583
C 3.637 -1.401 -2.426
H -2.412 -3.694 5.328
C -3.825 -0.465 1.183
C 2.871 -0.138 1.075
C 3.872 -0.902 -1.156
H -3.188 -1.342 1.112
C 1.305 -1.256 -1.983
H -0.365 2.729 4.997
C -1.811 -1.662 5.447
N -0.484 -2.009 1.435
H 0.414 -2.498 1.471
H -4.705 2.128 0.473
C -0.145 -1.330 -2.266
H 4.461 -1.645 -3.082
O 0.081 3.744 -0.566
C -1.984 -2.852 4.802
O -2.338 5.074 -0.735
C -1.579 -3.021 3.458
H -4.127 -0.338 2.224
C 2.324 -1.583 -2.857
C -0.203 2.622 -0.226
C -0.918 -0.707 3.416
C -2.794 2.827 -0.014
O -4.426 4.446 -0.262
O -0.473 -1.699 -3.473
H 2.095 -1.957 -3.845
O -0.934 -1.041 -1.380
C -1.062 0.731 5.343
H -1.068 -2.540 0.791
C -3.253 4.212 -0.358
N -0.479 0.351 2.669
H -4.720 -0.647 0.589
C -1.026 -1.968 2.796
H -1.297 0.888 6.389
H 4.868 -0.732 -0.768
*
```

=====

No. 4
Density functional theory data (ωB97M-V with the def2-TZVPD basis set) for a molecular structure, C22H17N3O4PdS at a distorted geometry.

The HOMO energy is -7.6936 eV. The energy above the lowest of the compared OMol25 structures with the same formula, charge and spin is 0.293 eV.

```
! RIJCOSX wB97M-V def2-TZVPD def2/J DEFGRID3
* xyz 0 1
H -1.009 2.084 2.087
H 4.957 0.148 -1.546
C -0.487 -0.987 -2.819
H -0.311 -0.924 -3.901
H 2.496 0.358 -1.824
O -1.626 -1.280 -0.089
H -4.011 5.417 -1.121
C -3.090 -4.104 -1.701
C 4.308 0.164 -0.682
C 0.268 -0.299 2.026
C -1.870 -2.103 -1.026
O 0.232 -0.269 -2.108
C 3.960 0.084 1.679
C 0.025 -0.236 4.327
H -2.836 3.583 -2.167
Pd 0.127 -0.249 0.026
C -2.457 3.288 -1.196
C 2.587 0.154 1.447
H -1.771 -2.581 -4.428
C -0.607 -0.428 3.134
C -1.436 2.441 1.158
H -4.653 5.002 0.475
N 2.093 0.269 0.187
C 2.944 0.266 -0.844
H -1.659 -0.664 3.051
H -3.231 6.027 0.346
C -2.841 3.969 -0.049
H -2.891 -3.436 0.310
C -2.316 3.508 1.154
O -3.068 -4.412 -5.252
C -1.570 2.229 -1.103
H 5.893 -0.020 0.762
H -1.247 1.711 -1.996
C -1.467 -1.923 -2.402
O -3.986 -5.653 -3.753
N -1.049 1.808 0.049
H -3.682 -4.976 -1.464
C 4.826 0.075 0.608
H -2.581 3.984 2.090
C -3.739 5.169 -0.097
H -0.393 -0.280 5.321
N -3.318 -4.691 -4.091
S 1.697 0.112 4.153
C 1.548 0.002 2.427
H 4.313 -0.002 2.698
C -2.645 -3.261 -0.728
C -2.003 -2.769 -3.387
C -2.794 -3.835 -3.053
*
```

=====

No. 5
Density functional theory data (ωB97M-V with the def2-TZVPD basis set) for a molecular structure, C22H17O5PZn at a distorted geometry.

The HOMO energy is -14.2412 eV. The energy above the lowest of the compared OMol25 structures with the same formula, charge and spin is 2.206 eV.

```
! RIJCOSX wB97M-V def2-TZVPD def2/J DEFGRID3
* xyz 2 1
H 3.973 0.427 2.404
O 3.957 2.508 -0.301
C 3.454 1.876 -1.117
C -1.927 0.721 0.803
C 0.152 0.819 2.657
H 0.367 1.250 4.664
C -1.694 -3.688 -1.644
P -0.244 0.417 -0.141
C -2.226 -1.647 -0.498
H 2.847 0.993 4.588
C -2.535 -2.973 -0.825
O 0.719 3.208 -3.260
H 5.339 1.936 -5.566
C 1.387 2.315 -2.988
C -0.124 -1.889 -1.625
H -3.003 -1.048 -0.039
C 0.911 0.920 3.799
H 2.623 0.199 0.406
H -1.670 -1.058 2.135
C 0.701 0.419 1.419
H -0.921 1.044 2.773
O 3.948 -1.821 -1.340
H -5.038 1.478 2.937
C -3.333 0.161 2.693
O 0.958 0.535 -1.098
H 0.869 -1.523 -1.975
C -0.938 -1.134 -0.795
C -2.256 -0.165 1.872
C -3.960 1.891 1.115
H -3.501 -0.374 3.629
Zn 2.448 0.746 -2.430
H -2.018 -4.676 -2.003
C 2.100 0.365 1.335
H 5.723 1.338 -5.338
C 2.283 0.825 3.691
C 2.882 0.530 2.474
H -2.608 2.187 -0.596
H 0.226 -3.721 -2.755
O 0.809 -1.071 -4.420
H -3.460 -3.383 -0.381
C 1.467 -0.390 -3.768
H -4.663 2.620 0.752
C -0.480 -3.152 -2.110
C -2.813 1.665 0.334
C 3.448 -0.880 -1.774
C -4.181 1.202 2.306
*
```

=====

no.,electronic energy (eV)
1,-99053.329
2,-31766.064
3,-49747.674
4,-50062.332
5,-91012.869